Molecular formula: C11H14N4
Method: DFT, ωB97M-V with the def2-TZVPD basis set

Geometry as XYZ:
```
29
Properties=species:S:1:pos:R:3:forces:R:3:lowdin_charge:R:1
C -3.133676 2.651470 -0.263844 -5.104 -0.696 1.181 0.00
C -2.978192 1.181713 -0.103360 -0.035 0.671 -0.012 -0.37
N -3.892713 0.258603 0.010086 -0.223 0.247 0.866 0.06
N -3.276772 -0.924899 0.363788 1.185 -0.327 -0.667 0.08
C -1.975920 -0.690295 0.333931 -2.040 0.088 0.092 -0.25
N -1.763327 0.644571 0.093757 -0.271 -1.284 -0.214 0.02
C -0.437619 0.888765 -0.328443 -0.001 -0.949 0.623 -0.05
C 0.240121 -0.360310 0.123336 -0.081 -1.956 0.880 -0.07
C 1.751945 -0.495257 0.112912 -1.021 -0.315 -0.536 -0.56
C 2.592236 0.768656 0.290283 -0.095 2.190 -1.553 -0.06
C 1.934047 -1.093663 -1.326756 -0.427 -1.527 1.940 -0.01
C 2.137326 -1.400742 1.271105 -4.099 -0.351 -0.220 -0.03
C -0.697324 -1.395018 0.398244 1.384 4.922 -0.957 -0.07
C -0.487255 -2.755026 0.488754 -0.333 -1.821 0.469 -0.20
N -0.419862 -3.902994 0.562201 0.153 0.214 -0.112 0.20
H -3.855781 2.815784 -1.059068 -0.024 -0.111 -0.519 0.08
H -3.792892 3.116484 0.585453 1.903 -0.797 -0.999 0.13
H -2.309211 3.179841 -0.541118 2.512 1.376 -0.176 0.03
H -0.072502 1.783064 0.054729 1.000 1.544 0.979 0.12
H -0.317750 0.955158 -1.390911 -0.186 -0.051 -0.961 0.15
H 3.616423 0.474445 0.544258 -0.208 0.040 0.035 0.08
H 2.706129 1.359061 -0.719795 -0.391 -0.865 1.866 0.12
H 2.239390 1.499997 1.089799 0.285 -1.067 -0.961 0.11
H 1.219737 -1.930951 -1.505808 0.604 0.568 0.152 0.10
H 2.921048 -1.449993 -1.504704 0.962 -0.201 -0.157 0.08
H 1.709887 -0.304764 -1.961802 -0.325 1.300 -1.630 0.05
H 3.115467 -1.659805 1.051465 2.272 -0.381 0.989 0.06
H 1.521071 -2.320980 1.121572 0.899 0.477 0.584 0.06
H 1.705980 -0.892919 2.209924 1.704 -0.937 -0.981 0.14
```
Positions in Å, forces in eV/Å.

The HOMO energy is -0.320 Eh. The largest force on an atom is 5.29 eV/Å. Its charge is 0. The energy above the lowest of the compared OMol25 structures with the same formula, charge and spin comes out at 0.8223 eV. The value obtained for the LUMO energy is -0.404 eV. Its SMILES is Cc1nnc2n1CC(C(C)(C)C)=C2C#N. For the total energy, the calculation gives -646.4852 Ha.